{"formula": "C43H30AlClN4O4P", "method": "the ωB97M-V functional and the def2-TZVPD basis", "energy_ev": -87634.90030, "total_charge": 1, "homo_lumo_gap_ev": 5.98, "homo_energy_ev": -10.2, "largest_force_ev_per_a": 3.9, "symbols": ["Al", "O", "C", "O", "C", "C", "Cl", "N", "N", "C", "C", "O", "O", "C", "C", "C", "C", "C", "C", "H", "H", "H", "H", "H", "H", "C", "C", "C", "C", "C", "C", "P", "C", "C", "C", "C", "C", "C", "C", "C", "C", "C", "C", "C", "C", "C", "C", "C", "H", "H", "H", "H", "H", "H", "H", "H", "H", "H", "H", "H", "H", "H", "H", "H", "C", "C", "C", "C", "N", "C", "C", "C", "C", "C", "C", "N", "H", "H", "H", "H", "H", "H", "H", "H"], "positions_angstrom": [[0.16908, -0.06236, 0.67565], [4.15579, 0.36216, 4.81347], [2.99715, 0.22422, 5.47440], [2.90613, 0.39630, 6.67500], [1.80212, -0.02814, 4.58464], [0.47298, -0.05644, 5.05179], [-0.20719, -0.15927, 6.64573], [-0.37059, 0.01975, 4.02097], [0.34573, -0.05069, 2.76244], [1.60573, -0.06391, 3.13963], [2.60309, -0.09570, 2.02908], [3.84501, 0.11887, 2.23452], [2.09510, -0.27551, 0.81044], [-1.81854, 0.13774, 4.00095], [-2.38063, 1.39661, 4.32758], [-3.74694, 1.52420, 4.48468], [-4.52861, 0.39504, 4.43577], [-4.02540, -0.80576, 4.00095], [-2.66567, -0.92795, 3.75469], [4.10389, 0.29861, 3.76874], [-1.75107, 2.26256, 4.50683], [-4.17391, 2.49007, 4.74630], [-5.60446, 0.42188, 4.66771], [-4.67970, -1.70306, 3.88421], [-2.22696, -1.87198, 3.37615], [-1.22133, -1.44811, -5.95439], [-2.00055, -1.00872, -4.91451], [-1.34259, -0.47193, -3.81143], [0.05455, -0.41280, -3.73583], [0.78005, -0.65523, -4.89912], [0.16256, -1.30682, -5.95160], [0.84069, 0.02050, -2.20478], [2.53050, -0.56783, -2.42215], [3.67198, 0.24566, -2.19926], [4.92973, -0.29813, -2.39232], [5.07995, -1.55591, -2.97167], [3.99809, -2.40735, -3.04500], [2.72388, -1.91003, -2.78690], [1.01503, 1.77075, -2.17957], [1.50174, 2.38873, -3.29632], [1.61900, 3.84556, -3.34568], [1.32241, 4.63083, -2.25624], [0.70774, 4.01605, -1.11095], [0.21387, 4.79656, -0.02362], [-0.12144, 4.17897, 1.15481], [0.07004, 2.79155, 1.29215], [0.39007, 1.95517, 0.19699], [0.64881, 2.57471, -1.02748], [-1.68294, -1.93939, -6.84946], [-3.06053, -1.17477, -4.94776], [-1.92870, -0.15309, -2.95786], [1.86713, -0.40357, -5.01874], [0.72572, -1.66782, -6.81866], [3.57542, 1.27139, -1.94277], [5.86760, 0.20855, -2.07432], [6.03946, -1.86042, -3.37710], [4.13526, -3.41343, -3.37005], [1.83743, -2.55076, -2.91250], [1.82547, 1.83372, -4.17359], [1.94631, 4.22108, -4.30798], [1.42766, 5.72724, -2.29568], [0.15310, 5.88522, -0.14398], [-0.49603, 4.79648, 1.96373], [-0.02563, 2.38285, 2.27865], [-4.07838, 0.86700, 0.09072], [-4.49105, -0.39648, -0.28363], [-3.61715, -1.48891, -0.19458], [-2.28829, -1.25714, 0.15812], [-1.87258, 0.02466, 0.45713], [-2.73249, 1.03748, 0.42956], [-1.35310, -2.37220, 0.34319], [-1.74518, -3.69372, 0.41842], [-0.81429, -4.69842, 0.58103], [0.54917, -4.34712, 0.71507], [0.88302, -3.02948, 0.63640], [-0.02665, -2.04677, 0.47114], [-4.70246, 1.74945, 0.01621], [-5.49493, -0.56226, -0.65602], [-3.91849, -2.50907, -0.52677], [-2.30924, 1.98095, 0.68737], [-2.80383, -3.96745, 0.48090], [-1.13550, -5.75365, 0.72211], [1.34130, -5.11284, 0.80129], [1.90648, -2.70674, 0.61296]]}

{"formula": "C43H30CoF9N4P", "method": "the ωB97M-V functional and the def2-TZVPD basis", "energy_ev": -122411.11673, "homo_lumo_gap_ev": [6.27, 6.28], "spin_multiplicity": 2, "homo_energy_ev": [-7.6, -7.6], "largest_force_ev_per_a": 0.7, "symbols": ["Co", "C", "C", "C", "C", "C", "H", "H", "H", "H", "H", "C", "C", "C", "C", "C", "C", "N", "C", "C", "C", "C", "C", "C", "N", "N", "C", "C", "C", "C", "C", "N", "H", "H", "H", "H", "H", "H", "H", "H", "H", "H", "H", "H", "H", "F", "C", "F", "F", "C", "C", "C", "C", "C", "C", "P", "C", "C", "C", "C", "C", "C", "C", "F", "F", "F", "C", "C", "C", "C", "C", "C", "C", "F", "F", "F", "H", "H", "H", "H", "H", "H", "H", "H", "H", "H", "H", "H"], "positions_angstrom": [[-0.70962, 0.12422, -0.38627], [-2.88353, -0.32876, -0.18798], [-2.37350, -1.18815, -1.14361], [-1.79845, -0.38467, -2.18917], [-2.09199, 0.97006, -1.91376], [-2.68117, 1.02787, -0.64307], [-3.30419, -0.61332, 0.76428], [-2.29215, -2.26006, -1.06123], [-1.32304, -0.74356, -3.08501], [-1.80196, 1.81147, -2.52388], [-2.96361, 1.92066, -0.10642], [5.34180, 0.20133, 0.40140], [5.39329, -0.70802, -0.65211], [4.26306, -1.42415, -0.99978], [3.04480, -1.27514, -0.32291], [3.02181, -0.36361, 0.72363], [4.15213, 0.36915, 1.08471], [0.44132, -1.54091, 0.04042], [0.27159, -1.79990, 1.35107], [0.66164, -2.97807, 2.05255], [0.45651, -3.10531, 3.40022], [-0.12535, -2.08577, 4.18042], [-0.46998, -0.91498, 3.56803], [-0.29868, -0.78601, 2.18199], [-0.42315, 0.39373, 1.49087], [-0.29150, 1.51292, 2.04644], [-0.04934, 2.51232, 1.08275], [0.00823, 3.83916, 1.49029], [0.35980, 4.79418, 0.55734], [0.64232, 4.39861, -0.74390], [0.54855, 3.05569, -1.05846], [0.21557, 2.12156, -0.16918], [6.22071, 0.76899, 0.67864], [6.31524, -0.85477, -1.20087], [4.33349, -2.12303, -1.82869], [2.11688, -0.20096, 1.28924], [4.08885, 1.07101, 1.90744], [1.13756, -3.78402, 1.51978], [0.76191, -4.02528, 3.88401], [-0.28439, -2.23556, 5.23858], [-0.89074, -0.07946, 4.11200], [-0.21170, 4.08690, 2.51857], [0.41918, 5.83672, 0.83949], [0.93188, 5.11296, -1.50090], [0.73915, 2.70302, -2.06506], [1.59680, 0.20064, -7.25483], [2.57821, 0.47904, -6.37082], [3.73324, 0.08399, -6.93877], [2.62850, 1.81790, -6.25056], [2.34145, -0.20349, -5.05404], [1.91076, 0.51533, -3.95024], [1.68583, -0.14243, -2.75062], [1.85177, -1.52007, -2.65153], [2.29143, -2.22648, -3.76396], [2.54541, -1.57270, -4.95869], [1.53189, -2.30855, -1.01468], [2.49558, -3.90275, -0.80812], [2.41156, -4.92732, -1.74919], [3.15204, -6.09021, -1.61400], [3.96211, -6.26383, -0.50174], [4.04421, -5.26982, 0.46058], [3.33512, -4.09126, 0.29018], [4.71324, -7.55305, -0.32116], [5.82644, -7.39073, 0.41461], [5.08402, -8.08798, -1.49811], [3.95974, -8.47877, 0.30846], [0.00993, -3.33740, -1.72424], [-0.57962, -3.18948, -2.97906], [-1.73316, -3.87806, -3.34061], [-2.32983, -4.74432, -2.44318], [-1.75734, -4.93265, -1.19102], [-0.60953, -4.24061, -0.85290], [-3.55451, -5.50968, -2.84687], [-4.27241, -5.92061, -1.78515], [-4.37517, -4.77687, -3.62407], [-3.24259, -6.61777, -3.55632], [1.78104, 1.58642, -4.02281], [1.41636, 0.42429, -1.86916], [2.44774, -3.30009, -3.71381], [2.90319, -2.12878, -5.81539], [1.75972, -4.83067, -2.60961], [3.09341, -6.86091, -2.37049], [4.67299, -5.40345, 1.33031], [3.44148, -3.30982, 1.02872], [-0.16003, -2.51000, -3.70770], [-2.17205, -3.72366, -4.31823], [-2.21014, -5.61400, -0.48294], [-0.19069, -4.42208, 0.12747]]}